Below is C42H53AsF3N3O6PReS2 as an isolated structure, with properties calculated with wB97M-V/def2-TZVPD.

Geometry as ORCA input:
```
! wB97M-V def2-TZVPD RIJCOSX def2/J DEFGRID3
* xyz 1 4
Re 0.53249 -0.57894 1.01725
S 2.21403 -1.48809 -0.30303
C 3.22398 -0.52292 0.77749
C 4.61143 -0.54779 0.98251
C 5.15687 0.26502 1.94219
C 4.28427 1.02573 2.74957
C 2.93888 1.08724 2.41632
N 2.44200 0.31543 1.48272
H 5.18356 -1.25745 0.40446
H 6.23092 0.33803 1.96840
H 4.71683 1.48807 3.62137
H 2.19984 1.65694 2.88718
F 2.92549 -2.75154 5.93437
C 2.45947 -1.83158 5.10210
F 3.34059 -0.77705 5.12497
F 1.29676 -1.36356 5.60027
S 2.07450 -2.67227 3.38052
O 3.26517 -2.73709 2.63092
O 1.31489 -3.83420 3.74556
O 1.05635 -1.70433 2.71492
C -1.26054 3.13890 2.98417
N -1.84746 1.97399 3.60200
C -3.19738 2.14606 4.09760
C -1.27390 0.72158 3.41846
O -0.60761 0.47126 2.34516
N -1.56244 -0.15166 4.40686
C -1.61498 0.32264 5.75816
C -1.55310 -1.61418 4.15362
H -0.93926 3.87795 3.72124
H -1.96204 3.72641 2.34702
H -0.44663 2.84217 2.35634
H -3.82325 2.60747 3.31618
H -3.20436 2.77411 5.01518
H -3.55075 1.10599 4.30838
H -1.27047 1.36703 5.88635
H -1.05569 -0.42982 6.38506
H -2.67017 0.32850 6.15793
H -2.05353 -2.03495 5.01956
H -0.54798 -1.96052 4.01476
H -2.15612 -1.92255 3.26331
C -2.65299 -3.21868 1.20161
C -1.53017 -3.03439 0.22122
C -2.14271 -2.91293 -1.20125
C -0.37743 -4.00946 0.45863
O -0.94999 -1.60982 0.60242
H -3.40247 -4.02978 0.99005
H -3.26809 -2.30352 1.22491
H -2.21053 -3.37265 2.21922
H -2.76248 -3.77950 -1.45682
H -1.36450 -2.81264 -1.97715
H -2.80559 -2.02889 -1.20200
H -0.62096 -4.98598 0.02415
H -0.27021 -4.01973 1.48807
H 0.49433 -3.62694 -0.08230
C 0.42826 0.34168 -2.45846
C 0.29808 1.14206 -3.68649
As 1.11484 0.32497 -5.33375
C 2.95403 -0.05379 -4.65248
C 3.50584 0.93129 -3.79535
C 4.74736 0.73289 -3.20253
C 5.48642 -0.43275 -3.54438
C 5.09641 -1.28213 -4.54165
C 3.72179 -1.15234 -4.96828
C 0.45271 -1.47074 -5.04786
C -0.45398 -1.83663 -6.04014
C -1.21421 -2.96843 -5.88232
C -0.92136 -3.85985 -4.83802
C 0.10122 -3.54992 -3.90751
C 0.88539 -2.38851 -4.08227
P 0.19407 1.18712 -0.76839
C -1.58089 1.69870 -0.93692
C -1.79207 2.90793 -1.62792
C -3.04637 3.45462 -1.58193
C -4.09036 2.82468 -0.93550
C -3.85831 1.58404 -0.28355
C -2.58915 1.05795 -0.20216
C 1.30879 2.58799 -0.89740
C 1.00924 3.86549 -0.48882
C 1.90531 4.92050 -0.69410
C 3.21277 4.66936 -1.07231
C 3.59557 3.31728 -1.23176
C 2.67360 2.29331 -1.16510
H 1.41776 -0.08246 -2.36225
H -0.19941 -0.58877 -2.61386
H 0.66419 2.15176 -3.60292
H -0.76061 1.25764 -3.98677
H 2.94324 1.84395 -3.62208
H 5.13814 1.52373 -2.58380
H 6.32365 -0.67049 -2.91272
H 5.70467 -2.09481 -4.90473
H 3.18703 -1.96341 -5.54094
H -0.54129 -1.19199 -6.96046
H -1.95131 -3.28916 -6.54061
H -1.58970 -4.69209 -4.58487
H 0.42327 -4.30991 -3.13791
H 1.62954 -2.24872 -3.31497
H -0.99146 3.42880 -2.05040
H -3.14509 4.45246 -2.07618
H -5.05089 3.30541 -0.92899
H -4.72802 1.04512 0.23938
H -2.32489 0.19573 0.40291
H 0.02032 4.05837 -0.09623
H 1.51056 5.92355 -0.58784
H 3.97806 5.46975 -1.00873
H 4.63039 3.13966 -1.58323
H 3.05581 1.24247 -1.21173
C -7.42000 0.65639 0.34905
O -7.09102 0.82775 1.74181
H -6.54712 0.29935 -0.20080
H -7.64717 1.64799 -0.03226
H -8.29476 0.01671 0.29403
H -6.49577 0.14332 2.03730
*
```

Summary:
E_LUMO (spin up / spin down) (eV): -2.425 / -3.289
Highest occupied orbital energy (spin up / spin down) (Eh): -0.384 / -0.387
<S²>: 3.7702
ΔE to the lowest compared entry with this formula, charge and spin (kcal/mol): 37.9
E_tot (Eh): -5999.0539
Gap between HOMO and LUMO (spin up / spin down) (Ha): 0.294 / 0.266


Below is the molecule C4H8N4, with properties calculated with wB97M-V/def2-TZVPD.

Geometry as ORCA input:
```
! wB97M-V def2-TZVPD RIJCOSX def2/J DEFGRID3
* xyz 0 1
C -1.07509 1.75629 0.49849
C -1.03333 0.25010 0.66038
C 0.19384 -0.45440 0.57238
N 0.91082 -1.12270 1.48768
N 0.43067 -0.63739 -0.74686
N 1.63838 -1.13657 -1.26890
C -0.71323 -0.14250 -1.42590
N -1.17795 0.14752 -2.46485
H -1.98879 2.03914 -0.02780
H -1.06754 2.27610 1.46056
H -0.24174 2.12242 -0.10351
H -1.72705 -0.12990 1.40664
H 0.70032 -0.99577 2.46111
H 1.57299 -1.82282 1.18537
H 1.40969 -1.78211 -2.01982
H 2.16802 -0.36741 -1.67496
*
```

Summary:
E_LUMO (eV): 0.518
Highest occupied orbital energy (Eh): -0.267
ΔE to the lowest compared entry with this formula, charge and spin (kcal/mol): 84.9
E_tot (Eh): -376.1132
SMILES: C/C=C(/N)N(N)C#N
Gap between HOMO and LUMO (Ha): 0.286


Below is a 3-piece molecular cluster, C16H24ClN2O2 overall, with properties calculated with wB97M-V/def2-TZVPD.

Geometry as ORCA input:
```
! wB97M-V def2-TZVPD RIJCOSX def2/J DEFGRID3
* xyz -1 1
C 3.34616 -1.57927 -2.25873
N 3.62416 -0.77227 -1.03773
C 3.91316 -1.41127 0.08327
C 3.55216 -0.84127 1.27227
C 2.85516 0.50073 1.35727
C 2.69116 1.08573 -0.00173
C 3.12516 0.47873 -1.16173
C 2.20916 1.08273 2.53727
C 2.91216 1.06673 3.80827
C 2.34716 1.53073 4.93527
N 0.98916 1.95973 4.86627
C 0.26416 1.91673 3.66727
C 0.79016 1.56373 2.59927
C 0.16216 1.75873 6.08227
H 3.29016 -2.51227 -1.93173
H 3.90316 -1.30927 -3.02373
H 2.26516 -1.29627 -2.62373
H 4.26616 -2.43127 0.30127
H 3.58616 -1.53127 2.12927
H 1.95316 1.89173 -0.14873
H 2.83616 1.12073 -2.01673
H 3.97716 0.76573 3.58427
H 2.91516 1.60073 5.84627
H -0.75084 2.38473 3.78127
H 0.18916 1.61873 1.58627
H -0.71884 2.15673 5.88327
H 0.72516 2.38773 6.73927
H 0.11316 0.75373 6.53327
Cl -2.61984 0.92773 1.42027
C -3.12284 1.56273 -2.39973
O -2.78084 0.32573 -3.16073
C -3.39484 -0.81727 -2.47673
C -3.48584 -1.88827 -3.37073
O -4.23084 -1.48327 -4.50273
C -4.66584 -2.57027 -5.34973
H -2.68684 1.35173 -1.44273
H -4.17384 1.61373 -2.14873
H -2.72684 2.38973 -2.82673
H -4.36884 -0.70027 -2.00073
H -2.55384 -1.17127 -1.92573
H -3.64684 -2.99027 -2.87773
H -2.45284 -2.11727 -3.64573
H -3.85284 -3.13127 -5.44073
H -5.00684 -2.18927 -6.28973
H -5.56084 -3.05327 -4.94973
*
```

Summary:
E_LUMO (eV): 2.782
Highest occupied orbital energy (Eh): -0.093
ΔE to the lowest compared entry with this formula, charge and spin (kcal/mol): 164.2
E_tot (Eh): -1344.0024
Gap between HOMO and LUMO (Ha): 0.195


Below is C36H70F3MgO28 as an isolated structure, with properties calculated with wB97M-V/def2-TZVPD.

Geometry as ORCA input:
```
! wB97M-V def2-TZVPD RIJCOSX def2/J DEFGRID3
* xyz 1 1
Mg 0.41245 -2.66881 1.36609
C -0.35974 0.24488 0.19384
O 0.28653 -0.27416 -1.00234
O -0.56826 -0.90259 0.96229
C 0.29613 1.58424 0.77642
F -0.41539 1.94846 1.87061
F 1.58294 1.45683 1.14544
F 0.17396 2.69999 0.05760
C 0.08423 0.49159 -2.25217
C 0.58067 -0.36578 -3.47898
H -0.01082 -1.25703 -3.68854
H 0.52083 0.38314 -4.26868
H 1.63151 -0.65302 -3.44258
H 0.83796 1.27810 -2.28930
H -0.97135 0.71392 -2.40844
H -1.33730 0.53412 -0.19193
C 3.01648 -3.77959 -4.85327
C 4.32706 -3.46581 -5.46399
C 3.91434 -3.04107 -6.89131
O 2.48365 -3.51900 -7.02457
C 2.30915 -4.50696 -6.05983
H 2.63515 -2.77918 -4.64866
H 3.03793 -4.46492 -4.00594
H 4.92583 -4.37591 -5.50010
H 4.78060 -2.64621 -4.90663
H 4.45884 -3.52080 -7.70461
H 3.92767 -1.95842 -7.01698
H 2.82012 -5.44766 -6.26496
H 1.25274 -4.73947 -5.92549
C 2.22088 5.33220 -4.01443
C 0.89818 5.94827 -4.31245
C -0.05900 4.65194 -4.21275
O 0.74707 3.65160 -3.69454
C 1.92786 4.16823 -3.07682
H 2.95533 5.97405 -3.52788
H 2.70765 4.77137 -4.81231
H 0.89746 6.48349 -5.26199
H 0.66048 6.67427 -3.53493
H -0.58396 4.54676 -5.16219
H -0.82990 4.74736 -3.44809
H 2.66485 3.36663 -3.12563
H 1.61899 4.42476 -2.06346
C -1.83936 -3.41131 -3.29143
O -1.16788 -3.04555 -2.07274
C -0.14289 -3.77990 -1.64379
O 0.41278 -3.60076 -0.53449
O 0.19959 -4.78158 -2.45319
C 1.13091 -5.79868 -2.17014
H -2.69840 -2.76827 -3.48283
H -2.27525 -4.37912 -3.04352
H -1.10535 -3.52470 -4.08923
H 0.72073 -6.59389 -1.54766
H 1.92728 -5.37165 -1.56059
H 1.53045 -6.20140 -3.10087
C 3.78772 -0.98449 3.16941
O 4.07498 -0.93226 1.85173
C 3.34570 -1.58435 0.95029
O 2.20416 -1.86724 1.13436
O 4.14863 -1.71613 -0.17954
C 3.57329 -1.99204 -1.40579
H 3.29978 -1.93523 3.38415
H 3.05038 -0.27339 3.54193
H 4.66018 -1.03967 3.82046
H 4.14643 -2.73536 -1.95994
H 3.51432 -1.09666 -2.02460
H 2.53639 -2.32178 -1.34099
C -2.25971 2.10478 -4.36789
O -3.56971 2.16766 -3.86019
C -3.90853 2.00794 -2.48775
O -3.11543 1.96154 -1.55403
O -5.20727 1.85076 -2.46848
C -5.85041 1.43367 -1.16655
H -1.48708 2.45609 -3.68400
H -2.28456 2.78798 -5.21684
H -1.91357 1.12570 -4.69909
H -6.19051 0.40281 -1.26537
H -6.72944 2.03494 -0.93440
H -5.12229 1.43941 -0.35544
C -0.99831 4.26308 4.62887
O -1.64028 4.24557 3.38780
C -1.29854 4.93298 2.29807
O -0.23491 5.42871 2.04411
O -2.28711 4.69173 1.43006
C -1.99661 4.96161 0.12071
H -1.63819 3.73838 5.33835
H -0.88037 5.31597 4.88495
H -0.01657 3.79308 4.57046
H -1.03787 5.45895 -0.02616
H -2.77249 5.52699 -0.39547
H -1.89481 4.10680 -0.54790
C -5.96755 -5.14794 1.43488
O -5.73297 -3.76704 1.27359
C -4.89342 -3.40609 0.22840
O -4.61931 -4.11420 -0.75613
O -4.48334 -2.14200 0.35002
C -3.86333 -1.51497 -0.75806
H -6.65582 -5.34866 2.25590
H -5.00283 -5.60774 1.64940
H -6.24997 -5.56084 0.46644
H -2.83963 -1.88782 -0.79147
H -3.67310 -0.45908 -0.56572
H -4.39603 -1.81493 -1.66047
C 7.27235 2.02931 2.68899
O 5.95621 1.73481 3.14536
C 5.17030 2.69607 3.61457
O 5.37868 3.91020 3.43489
O 4.10695 2.12584 4.12233
C 2.83244 2.76481 4.10937
H 7.85164 1.36047 2.05245
H 7.80928 2.23618 3.61473
H 7.31200 2.99550 2.18599
H 2.29022 2.41671 4.98854
H 2.20629 2.50983 3.25438
H 3.03568 3.82569 4.25544
C -0.16460 -4.43117 5.06556
O -0.26419 -3.10496 5.37399
C 0.17289 -2.08903 4.48455
O 0.55116 -2.33579 3.29934
O 0.19983 -1.02434 5.15017
C 0.48831 0.25551 4.49787
H -1.14895 -4.75983 4.73220
H 0.21682 -4.90988 5.96748
H 0.47445 -4.53141 4.18825
H 1.53685 0.32457 4.20819
H 0.30148 1.06157 5.20743
H -0.04036 0.58674 3.60406
C -3.33012 0.74747 3.04053
O -3.80355 0.30805 4.25550
C -3.41069 0.76131 5.45175
O -2.65630 1.74299 5.65660
O -4.03349 0.00070 6.38334
C -3.94862 0.11620 7.80085
H -3.64584 0.13192 2.19820
H -2.24099 0.70491 3.03039
H -3.56483 1.79869 2.87332
H -3.88791 1.17749 8.04187
H -2.98867 -0.30120 8.10481
H -4.81725 -0.27622 8.32961
*
```

Summary:
E_LUMO (eV): -3.112
Highest occupied orbital energy (Eh): -0.409
E_tot (Eh): -4019.8377
Gap between HOMO and LUMO (Ha): 0.295


Below is C2H5NOS as an isolated structure, with properties calculated with wB97M-V/def2-TZVPD.

Geometry as ORCA input:
```
! wB97M-V def2-TZVPD RIJCOSX def2/J DEFGRID3
* xyz 0 1
C -0.44953 -0.56142 1.05426
C -0.12162 0.25873 -1.31099
H -1.50155 -0.55778 0.64618
H -0.42554 -1.94832 1.38193
H 0.02247 0.41108 1.75921
H 1.16039 1.52880 0.31573
H 0.44867 0.93750 -1.83574
N 0.50229 -0.06541 -0.16467
O 1.52853 0.73464 0.11083
S -1.16410 -0.73781 -1.95674
*
```

Summary:
E_LUMO (eV): 0.118
Highest occupied orbital energy (Eh): -0.318
ΔE to the lowest compared entry with this formula, charge and spin (kcal/mol): 133.1
E_tot (Eh): -607.1947
Gap between HOMO and LUMO (Ha): 0.322